Below is a molecular structure, C18H37IrOP3S in a non-equilibrium geometry, with properties calculated with ωB97M-V with the def2-TZVPD basis set.

Values from the calculation:
Charge: +4
Highest occupied orbital energy (spin up / spin down) (eV): -18.63 / -21.92
Lowest unoccupied orbital energy (spin up / spin down) (eV): -12.5 / -16.0
Spin multiplicity: 6
Kohn-Sham gap (spin up / spin down) (eV): 6.148 / 5.906
Energy above the lowest of the compared OMol25 structures with the same formula, charge and spin (kcal/mol): 51.19
Energy (a.u.): -2308.1048

Each line ends with the Löwdin spin population.
Geometry (Å):
Ir: -0.08454 -1.18660 0.87955  1.17
P: 1.47178 -2.77674 0.42703  0.19
P: 1.45163 0.23529 1.88139  0.23
P: -1.63314 -2.03378 -0.75677  0.25
H: -1.46303 5.93094 -1.87084  0.02
C: -2.34223 5.25810 -1.94787  0.42
C: -3.17796 5.10962 -0.91213  0.42
H: -2.83453 5.25495 0.10586  0.03
C: 2.43404 -2.38900 -1.04447  0.05
C: 2.63125 -3.04554 1.78835  0.04
C: 0.71953 -4.41043 0.24596  0.05
C: 0.93921 1.94489 2.21799  0.04
C: 2.11269 -0.33329 3.48074  0.06
C: 2.83965 0.45168 0.71354  0.05
C: -2.98674 -1.06742 -1.55676  0.05
C: -2.55551 -3.42730 -0.02435  0.06
C: -0.72912 -2.54099 -2.26162  0.05
H: -2.52881 4.78629 -2.91815  0.03
H: -4.27618 5.04713 -1.08074  0.02
H: 3.13625 -3.21738 -1.12792  0.01
H: 2.96820 -1.44316 -0.92040  0.00
H: 1.78967 -2.33781 -1.92837  0.00
H: 3.17597 -3.94649 1.48361  0.01
H: 2.09199 -3.23740 2.72539  0.00
H: 3.33245 -2.21777 1.92575  0.00
H: 1.57561 -5.09281 0.23314  0.01
H: 0.14821 -4.52341 -0.67425  0.00
H: 0.08375 -4.64703 1.10746  0.00
H: 1.76092 2.43409 2.75885  0.01
H: 0.02322 1.96251 2.82060  0.00
H: 0.75552 2.49611 1.28726  0.00
H: 3.17255 -0.57478 3.34621  0.00
H: 1.57377 -1.20820 3.86573  0.00
H: 2.01108 0.49256 4.19259  0.01
H: 3.39600 1.34061 1.03048  0.01
H: 2.43314 0.60734 -0.29645  0.01
H: 3.50040 -0.42641 0.72471  0.00
H: -3.43926 -1.72800 -2.31564  0.01
H: -2.62316 -0.16616 -2.06641  0.01
H: -3.74808 -0.78244 -0.82527  0.01
H: -3.24836 -3.83024 -0.77255  0.01
H: -3.13577 -3.04515 0.82360  0.00
H: -1.90731 -4.23204 0.33285  0.00
H: -1.45335 -2.64906 -3.07221  0.01
H: -0.18271 -3.47967 -2.13892  0.00
H: -0.02614 -1.74624 -2.53465  0.01
C: -1.19887 2.33847 -0.63868  0.13
C: -0.73150 2.08740 -1.93601  0.03
C: 0.12409 3.08596 -2.49442  0.03
C: 0.57232 4.20280 -1.66373  0.14
C: 0.10795 4.30485 -0.37082  0.04
C: -0.90720 3.49535 0.08968  0.15
S: -2.03250 1.12977 0.41983  0.71
H: -0.92148 0.42392 0.02598  0.11
H: -1.04316 1.11824 -2.40066  0.00
H: 0.40636 3.03830 -3.57951  0.00
H: 1.21332 5.05410 -1.98028  0.00
H: 0.37913 5.13196 0.26744  0.00
H: -1.49713 3.61112 0.99867  0.01
O: -0.95494 -2.62478 3.42889  0.11
C: -0.66896 -2.00684 2.48172  0.21

Below is 3 unconnected molecules or ions with the total composition C4H12O2 in a non-equilibrium geometry, with properties calculated with ωB97M-V with the def2-TZVPD basis set.

Values from the calculation:
Charge: -1
Highest occupied orbital energy (spin up / spin down) (eV): 1.25 / -3.35
Lowest unoccupied orbital energy (spin up / spin down) (eV): 3.8 / 3.8
Spin multiplicity: 2
Kohn-Sham gap (spin up / spin down) (eV): 2.591 / 7.110
Energy above the lowest of the compared OMol25 structures with the same formula, charge and spin (kcal/mol): 25.87
Energy (a.u.): -309.9873

Each line ends with the Löwdin spin population.
Geometry (Å):
C: -1.24352 0.89673 0.19073  0.29
C: 0.09758 0.59213 0.39213  0.28
C: 1.27048 1.46422 0.00374  0.05
C: -2.38807 0.03433 0.67120  0.09
H: -1.52775 1.79014 -0.36738  0.03
H: 0.30592 -0.38140 0.84200  0.05
H: 1.65882 0.95215 -0.88262  0.01
H: 0.97567 2.44592 -0.38350  0.00
H: 1.93227 1.68670 0.84457  0.01
H: -3.34884 0.42446 0.33924  0.00
H: -2.38772 -0.02795 1.77715  0.04
H: -2.22474 -0.96938 0.25081  0.03
H: 2.16949 -2.95450 2.68941  0.01
H: 1.27798 -2.96178 1.39595  0.01
O: 2.13515 -3.26860 1.78062  0.04
H: -0.45079 0.31138 -2.11286  0.01
H: -0.22902 1.69623 -2.68395  0.00
O: -0.19315 0.78071 -2.93425  0.04

Below is a molecular structure, C45H60Cl5GeN4P3Pd, with properties calculated with ωB97M-V with the def2-TZVPD basis set.

Values from the calculation:
Charge: +3
Highest occupied orbital energy (spin up / spin down) (eV): -15.49 / -15.52
Lowest unoccupied orbital energy (spin up / spin down) (eV): -9.9 / -10.3
Spin multiplicity: 2
Kohn-Sham gap (spin up / spin down) (eV): 5.635 / 5.269
Energy above the lowest of the compared OMol25 structures with the same formula, charge and spin (kcal/mol): 4.37
Energy (a.u.): -7498.7295

Each line ends with the Löwdin spin population.
Geometry (Å):
Pd: 0.17698 -0.03695 -0.00780  0.00
C: 4.51690 -0.39916 -1.92498  0.00
C: 3.12989 -0.84692 -1.40964  0.00
C: 3.18622 -2.32854 -1.04573  0.00
P: 2.49556 0.38139 -0.17205  0.00
C: 2.85691 2.01550 -0.92458  0.00
N: 1.94778 3.02790 -0.47622  0.00
Ge: 0.22190 2.48103 0.06770  0.01
N: -1.03859 2.58070 1.42822  0.01
C: -1.71193 1.42677 1.97875  0.00
P: -0.62965 -0.01330 2.30479  0.00
C: 0.39847 0.56104 3.73252  0.00
C: 1.47402 -0.42137 4.20535  0.00
C: -0.43472 1.00802 4.94430  0.00
C: -1.85389 -1.28582 2.90879  0.00
C: -1.25735 -2.32787 3.85847  0.00
C: -3.10970 -0.66182 3.53885  0.00
C: -1.63171 3.83428 1.66022  0.00
C: -2.76194 4.04604 2.44960  0.00
C: -3.26468 5.32853 2.61282  0.00
C: -2.68654 6.41651 1.97589  0.00
C: -1.58523 6.21407 1.16231  0.00
C: -1.06306 4.93890 1.02878  0.01
N: 0.07400 4.62926 0.16618  0.01
C: 1.40198 5.06535 0.58693  0.00
C: 1.67602 6.20227 1.31860  0.00
C: 3.00351 6.55198 1.53732  0.00
C: 4.01488 5.77229 1.00153  0.00
C: 3.73152 4.60415 0.30032  0.00
C: 2.41031 4.21697 0.12421  0.00
C: -0.22493 5.02724 -1.19655  0.14
C: 0.05132 6.27520 -1.68790  -0.01
C: -0.44402 6.63941 -2.94071  0.21
C: -1.24092 5.75062 -3.68314  0.01
C: -1.48003 4.48340 -3.23020  0.11
C: -0.90689 4.05258 -1.99722  0.09
N: -0.90245 2.80116 -1.53042  0.31
C: -1.57705 1.68466 -2.17464  0.03
P: -0.29879 0.36786 -2.52860  0.01
C: 0.71243 1.35604 -3.76485  0.00
C: 1.89411 0.61374 -4.39270  0.00
C: -0.14155 1.86640 -4.94420  0.00
C: -0.95374 -0.96161 -3.65771  0.00
C: -0.16379 -2.25449 -3.43799  0.00
C: -2.45943 -1.20137 -3.74109  0.00
C: 3.41558 0.31004 1.40732  0.00
C: 3.26284 1.62199 2.17684  0.00
C: 4.91547 0.02480 1.23083  0.00
H: 4.79852 -1.08595 -2.72411  0.00
H: 5.27972 -0.47910 -1.15516  0.00
H: 4.55072 0.60511 -2.33812  0.00
H: 2.40107 -0.76398 -2.21586  0.00
H: 3.77786 -2.53557 -0.15690  0.00
H: 3.66496 -2.84144 -1.88090  0.00
H: 2.20374 -2.76383 -0.92288  0.00
H: 2.80852 1.87713 -2.00653  0.00
H: 3.89558 2.25110 -0.68358  0.00
H: -2.54719 1.08847 1.35803  0.00
H: -2.13152 1.67320 2.95162  0.00
H: 0.87056 1.46091 3.34089  0.00
H: 1.05168 -1.14900 4.89419  0.00
H: 2.24615 0.12431 4.74784  0.00
H: 1.94212 -0.97305 3.39908  0.00
H: -0.90410 0.16631 5.44943  0.00
H: -1.19042 1.75642 4.71567  0.00
H: 0.25489 1.46502 5.65572  0.00
H: -2.18292 -1.79246 2.00655  0.00
H: -1.13127 -1.92226 4.86195  0.00
H: -0.30531 -2.73442 3.53140  0.00
H: -1.96380 -3.15470 3.93681  0.00
H: -2.89967 -0.07026 4.42717  0.00
H: -3.75161 -1.48760 3.84907  0.00
H: -3.68857 -0.06384 2.83699  0.00
H: -3.27831 3.22951 2.93185  0.00
H: -4.13726 5.47336 3.23517  0.00
H: -3.09998 7.40722 2.09691  0.00
H: -1.14923 7.04523 0.62453  0.00
H: 0.87794 6.81428 1.71393  0.00
H: 3.24000 7.44114 2.10351  0.00
H: 5.04723 6.06550 1.13511  0.00
H: 4.55349 4.02444 -0.09663  0.00
H: 0.62454 6.97843 -1.09855  0.00
H: -0.24701 7.63072 -3.32576  0.01
H: -1.66141 6.07282 -4.62574  0.00
H: -2.08718 3.81491 -3.81875  0.00
H: -2.09513 1.98778 -3.07803  0.00
H: -2.32577 1.28974 -1.49321  0.01
H: 1.07450 2.22876 -3.21194  0.00
H: 1.54282 -0.16448 -5.07164  0.00
H: 2.56480 0.15225 -3.68424  0.00
H: 2.47793 1.31454 -4.99106  0.00
H: -0.17631 1.12908 -5.74517  0.00
H: 0.33431 2.75650 -5.35749  0.00
H: -1.16866 2.12552 -4.70891  0.00
H: -0.65145 -0.55967 -4.62758  0.00
H: -0.39410 -2.71056 -2.47596  0.00
H: 0.91577 -2.09649 -3.49495  0.00
H: -0.42718 -2.96504 -4.22223  0.00
H: -2.82711 -1.83854 -2.94276  0.00
H: -2.66139 -1.71475 -4.68197  0.00
H: -3.04243 -0.27936 -3.74651  0.00
H: 2.96675 -0.52524 1.94331  0.00
H: 3.88573 2.39714 1.73371  0.00
H: 3.60470 1.48176 3.20188  0.00
H: 2.24081 1.99367 2.20237  0.00
H: 5.40894 0.80227 0.64584  0.00
H: 5.13293 -0.94473 0.79362  0.00
H: 5.36484 0.04131 2.22479  0.00
Cl: -3.02562 -0.84711 -0.26068  0.00
C: -1.96543 -2.22985 -0.20528  0.00
C: -0.64550 -2.00492 0.17278  0.00
C: 0.06112 -3.11333 0.60710  0.00
Cl: 1.56977 -2.90008 1.44277  0.00
C: -0.43723 -4.41342 0.47026  0.00
Cl: 0.49867 -5.75557 0.95645  0.00
C: -1.71861 -4.60678 -0.05025  0.00
Cl: -2.34132 -6.17863 -0.24691  0.00
C: -2.51855 -3.49518 -0.34424  0.00
Cl: -4.14373 -3.69584 -0.83100  0.00

Below is a molecular structure, C5H9N2 in a non-equilibrium geometry, with properties calculated with ωB97M-V with the def2-TZVPD basis set.

Values from the calculation:
Charge: +1
Highest occupied orbital energy (eV): -15.50
Lowest unoccupied orbital energy (eV): -3.9
Kohn-Sham gap (eV): 11.619
Energy above the lowest of the compared OMol25 structures with the same formula, charge and spin (kcal/mol): 106.72
Energy (a.u.): -305.0600

Each line ends with the natural charge from an NBO analysis.
Geometry (Å):
C: -0.17986 -0.17546 -0.71402  0.33
C: -1.60529 0.46995 1.00849  -0.40
C: -1.48599 -0.42056 -0.28650  -0.54
C: -0.33207 1.34556 0.80788  -0.24
C: 2.65960 -0.75203 -0.60343  0.22
N: 3.17996 -1.77474 -0.80869  -0.67
N: 0.53404 0.71322 -0.20229  -0.43
H: -2.42734 1.21267 1.13640  0.26
H: -1.50240 -0.25594 1.76571  0.23
H: -1.57362 -1.50039 -0.11894  0.28
H: -2.18772 -0.20929 -1.10880  0.29
H: -0.55451 2.31130 0.39029  0.23
H: 0.12166 1.36866 1.79180  0.24
H: 0.04139 -0.92873 -1.87090  0.27
H: 3.92812 -2.42516 -0.67157  0.46
H: 1.38402 1.02094 -0.51543  0.47

Below is a molecular structure, C2H5F2N in a non-equilibrium geometry, with properties calculated with ωB97M-V with the def2-TZVPD basis set.

Values from the calculation:
Highest occupied orbital energy (eV): -10.51
Lowest unoccupied orbital energy (eV): 1.0
Kohn-Sham gap (eV): 11.551
Energy above the lowest of the compared OMol25 structures with the same formula, charge and spin (kcal/mol): 63.74
Energy (a.u.): -333.6003

Each line ends with the natural charge from an NBO analysis.
Geometry (Å):
C: 0.09685 -0.40741 0.39525  -0.28
C: -1.09817 0.06911 -0.29719  0.51
H: 2.11290 -0.38093 0.12220  0.36
H: 1.38326 0.96952 -0.41300  0.35
H: 0.12917 0.18941 1.43545  0.22
H: 0.15364 -1.73404 0.73785  0.20
H: -0.85827 0.23941 -1.37715  0.15
N: 1.31458 0.01652 -0.53332  -0.80
F: -2.36513 -0.36351 -0.20750  -0.31
F: -0.86883 1.40191 0.13740  -0.39

Below is a molecular structure, C20H33NNiO8P2S2 in a non-equilibrium geometry, with properties calculated with ωB97M-V with the def2-TZVPD basis set.

Values from the calculation:
Charge: +2
Highest occupied orbital energy (spin up / spin down) (eV): -14.53 / -14.53
Lowest unoccupied orbital energy (spin up / spin down) (eV): -6.2 / -9.6
Spin multiplicity: 3
Kohn-Sham gap (spin up / spin down) (eV): 8.356 / 4.930
Energy (a.u.): -4425.2131

Each line ends with the Löwdin spin population.
Geometry (Å):
C: -1.04695 -0.75432 4.80133  0.00
C: -1.83036 -0.37966 3.98044  0.00
C: -2.75779 0.09118 2.94802  0.00
C: -2.02466 1.21139 2.13971  0.00
C: -2.18720 1.09039 0.59812  0.00
C: -1.00932 0.41993 -0.19243  0.00
C: -0.32090 -0.61433 0.71722  0.00
C: 0.64326 -1.65729 0.06326  0.00
C: 1.84586 -1.97063 0.98565  0.00
C: 3.06652 -1.07343 0.81628  0.00
N: 3.96156 -1.52454 -0.28091  0.05
C: 4.83445 -0.63609 -0.85333  0.37
C: 5.56202 -1.31113 -1.87664  0.06
C: 5.11107 -2.59337 -1.87340  0.15
C: 4.10209 -2.73033 -0.84618  0.34
C: -1.62801 -0.17614 -1.48094  0.00
C: -2.14411 -1.60894 -1.45644  0.00
C: -3.16433 -1.98816 -0.37380  0.00
C: -3.86699 -3.30208 -0.83309  0.00
O: -4.22750 -4.15330 0.22087  0.00
O: -2.73050 0.63662 -1.98163  0.00
S: -2.16640 1.96472 -2.65099  0.00
O: -3.15264 2.99236 -2.59418  0.00
O: -1.73307 1.64747 -3.97022  0.00
C: -0.72598 2.58736 -1.68889  0.00
S: -1.14407 4.25916 -1.00404  0.03
C: -0.05577 1.56228 -0.66801  0.00
O: 1.07491 1.01654 -1.37531  0.00
P: 0.61120 2.60088 0.77498  0.02
P: 2.21316 3.93433 0.06549  0.00
O: 1.96036 5.18844 0.75882  0.00
O: 2.07096 4.15907 -1.50342  0.00
O: 3.66996 3.34933 0.40652  0.00
H: -0.17430 -0.94321 5.38004  0.00
H: -3.03575 -0.71730 2.27832  0.00
H: -3.60608 0.51684 3.47979  0.00
H: -2.54831 2.14581 2.43966  0.00
H: -1.00764 1.32165 2.49984  0.00
H: -2.38759 2.09582 0.21771  0.00
H: -3.11979 0.56017 0.42791  0.00
H: 0.26796 -0.07578 1.46066  0.00
H: -1.03532 -1.18600 1.30006  0.00
H: 0.08333 -2.59104 0.01625  0.00
H: 0.92679 -1.42299 -0.96114  0.00
H: 2.08853 -3.02851 0.90235  0.00
H: 1.49931 -1.83774 2.01229  0.00
H: 2.80493 -0.02271 0.72211  0.00
H: 3.65083 -1.16250 1.73554  0.00
H: 4.87787 0.38072 -0.49618  0.02
H: 6.31686 -0.85192 -2.49112  0.00
H: 5.45112 -3.37812 -2.53032  0.00
H: 3.53056 -3.59074 -0.54457  0.01
H: -0.86769 -0.13723 -2.27124  0.00
H: -2.65337 -1.75594 -2.41159  0.00
H: -1.35056 -2.35220 -1.44629  0.00
H: -3.96005 -1.24577 -0.32115  0.00
H: -2.72999 -2.21222 0.60104  0.00
H: -3.20774 -3.81096 -1.55063  0.00
H: -4.75591 -3.03195 -1.40173  0.00
H: -3.56556 -4.11804 0.91609  0.00
H: 0.02985 2.82474 -2.43318  0.00
H: -2.42852 4.11536 -0.55562  0.01
H: 1.88517 1.20518 -0.90053  0.00
H: 1.27858 1.77395 1.71135  0.01
H: 2.78856 3.75755 -2.02008  0.00
H: 3.64767 2.81198 1.20983  0.00
Ni: -1.50460 3.72541 1.25167  0.92